(1)
# C5H10NO

A gas-phase ion, C5H10NO (charge +1) at a distorted geometry (ωB97M-V with the def2-TZVPD basis set, the Open Molecules 2025 dataset).

Output
SMILES string = [NH3+]/C=C/CCC=O
HOMO-LUMO gap = 9.27 eV

Geometry as ORCA input:
```
! RIJCOSX wB97M-V def2-TZVPD def2/J DEFGRID3
* xyz 1 1
N 1.19125 -1.39289 -1.61883
C 0.15889 -0.32423 -1.48860
C 0.41852 0.66486 -0.62129
C -0.69022 1.37424 0.11362
C -0.76184 0.91149 1.59221
C -0.41744 -0.59178 1.71994
O -0.96029 -1.56161 1.28234
H 1.64530 -1.45368 -2.53563
H 0.82453 -2.31255 -1.37171
H 1.90248 -1.06335 -0.96544
H -0.82478 -0.47271 -1.90062
H 1.41137 1.11366 -0.53450
H -1.65678 1.06970 -0.29133
H -0.68717 2.45836 0.03197
H -1.82051 0.90537 1.85341
H -0.17060 1.46985 2.30623
H 0.43731 -0.79473 2.42824
*
```

Atom charges from the natural (NBO) analysis, given in e for atoms 1 to 5: N -0.6844; C -0.0792; C -0.1396; C -0.4419; C -0.5039

(2)
# C5H10NO

A gas-phase ion, C5H10NO (charge +1) at a distorted geometry (ωB97M-V with the def2-TZVPD basis set, the Open Molecules 2025 dataset).

Output
SMILES string = C=[NH+]CCCC=O
HOMO-LUMO gap = 10.00 eV

Geometry as ORCA input:
```
! RIJCOSX wB97M-V def2-TZVPD def2/J DEFGRID3
* xyz 1 1
C -0.01639 2.12461 -1.48050
N -0.08991 1.15225 -0.68257
C -0.00665 1.24272 0.77962
C 0.25248 -0.08698 1.53160
C 0.82988 -1.26478 0.71469
C -0.13103 -1.95770 -0.14691
O -0.90149 -1.31389 -0.84689
H -0.03716 1.99965 -2.56005
H 0.02494 3.17989 -1.21789
H -0.19677 0.16062 -1.01626
H -0.97638 1.62802 1.09990
H 0.83516 1.87436 1.06117
H -0.62679 -0.30116 2.16173
H 0.90277 0.16182 2.39083
H 1.30906 -1.93767 1.41956
H 1.61767 -0.90347 0.02385
H -0.16481 -3.03772 -0.28392
*
```

Atom charges from the natural (NBO) analysis, given in e for atoms 1 to 5: C 0.1240; N -0.3988; C -0.2580; C -0.4180; C -0.5438

(3)
# C5H10NO

A gas-phase ion, C5H10NO (charge +1) at a distorted geometry (ωB97M-V with the def2-TZVPD basis set, the Open Molecules 2025 dataset).

Output
HOMO-LUMO gap (alpha / beta) = 8.24 / 8.24 eV

Geometry as ORCA input:
```
! RIJCOSX wB97M-V def2-TZVPD def2/J DEFGRID3
* xyz 1 1
C -0.73082 -1.28045 -2.14246
C -0.11610 -0.83434 -0.95576
C 0.56131 0.14062 1.72143
C -0.43304 0.47407 -0.42400
C 0.44974 1.07412 0.50669
N -0.63734 -0.15250 -3.12732
O -0.87460 0.95798 -2.90512
H -0.14490 -2.08321 -2.64276
H -1.84834 -1.56508 -2.25179
H 0.75818 -1.39623 -0.68326
H -0.36393 0.03129 2.20085
H 1.28113 0.46359 2.45681
H 0.98813 -0.83332 1.29027
H -0.73942 1.28006 -1.22659
H -1.59737 0.53812 -0.21927
H 1.51668 1.00244 0.10729
H 0.24950 2.09351 0.81486
*
```

Atom charges from the natural (NBO) analysis, given in e for atoms 1 to 5: C -0.4571; C 0.1434; C -0.5747; C -0.5405; C -0.4368

(4)
# C5H10NO2

A gas-phase ion, C5H10NO2 (charge -1) at a distorted geometry (ωB97M-V with the def2-TZVPD basis set, the Open Molecules 2025 dataset).

Output
SMILES string = CC[C@H](C[O-])NC=O
HOMO-LUMO gap = 6.66 eV

Geometry as ORCA input:
```
! RIJCOSX wB97M-V def2-TZVPD def2/J DEFGRID3
* xyz -1 1
C 1.06525 -1.23606 -2.19524
C 0.68735 0.14123 -1.56028
C 0.23901 -0.23166 -0.05044
C -1.07376 -1.27550 0.12584
O -0.84001 -2.47248 -0.32998
N -0.09960 1.17253 0.48228
C 0.07757 1.54996 1.73622
O -0.16547 2.66952 2.27857
H 2.02347 -1.67779 -1.78408
H 0.24059 -1.87195 -1.88447
H 1.04188 -0.98504 -3.22399
H -0.05396 0.60923 -2.19557
H 1.49483 0.83686 -1.58124
H 0.96548 -0.78030 0.49010
H -1.27521 -1.39280 1.17171
H -1.88871 -0.73848 -0.40180
H -0.24147 1.95218 -0.28222
H 0.46160 0.57627 2.39035
*
```

Atom charges from the natural (NBO) analysis, given in e for atoms 1 to 5: C -0.6500; C -0.4028; C -0.0865; C 0.0100; O -0.9331

(5)
# C5H10NO2

A gas-phase ion, C5H10NO2 (charge -1) at a distorted geometry (ωB97M-V with the def2-TZVPD basis set, the Open Molecules 2025 dataset).

Output
SMILES string = O=CNCCCC[O-]
HOMO-LUMO gap = 6.19 eV

Geometry as ORCA input:
```
! RIJCOSX wB97M-V def2-TZVPD def2/J DEFGRID3
* xyz -1 1
O -3.08974 -1.66463 -0.70284
C -2.44351 -0.67664 -0.99391
N -1.13385 -0.45458 -0.80222
C -0.63042 0.92238 -0.83368
C 0.78079 1.00340 -0.25811
C 0.96806 0.31915 1.09071
C 1.60403 -1.09035 1.09206
O 1.67564 -1.66975 2.26895
H -2.93073 0.16920 -1.52540
H -0.61779 -1.04429 -0.14997
H -1.35362 1.59323 -0.37964
H -0.55286 1.25482 -1.88166
H 1.45462 0.60248 -1.01802
H 1.03515 2.05551 -0.15224
H 0.02370 0.32574 1.67487
H 1.55944 0.93596 1.75908
H 2.59281 -0.91036 0.54292
H 1.05828 -1.67127 0.26911
*
```

Atom charges from the natural (NBO) analysis, given in e for atoms 1 to 5: O -0.6265; C 0.5426; N -0.6323; C -0.2051; C -0.4154

(6)
# C5H10NO2

A gas-phase ion, C5H10NO2 (charge -1) at a distorted geometry (ωB97M-V with the def2-TZVPD basis set, the Open Molecules 2025 dataset).

Output
SMILES string = N[C@@H]1CCCO[C@@H]1[O-]
HOMO-LUMO gap = 7.60 eV

Geometry as ORCA input:
```
! RIJCOSX wB97M-V def2-TZVPD def2/J DEFGRID3
* xyz -1 1
N -1.00477 1.03635 -2.03277
C -0.78036 0.21805 -0.73430
C -0.75755 0.97887 0.60376
C -0.73651 -0.01075 1.73968
C 0.62644 -0.80992 1.67585
O 0.70878 -1.36704 0.46235
C 0.55447 -0.50007 -0.86610
O 1.45287 0.31733 -0.85276
H -0.59954 0.39215 -2.78590
H -0.12210 1.72820 -2.01932
H -1.67225 -0.50635 -0.93905
H -1.79025 1.51058 0.67250
H 0.21312 1.70238 0.64448
H -1.67617 -0.50988 1.76226
H -0.70428 0.67319 2.67131
H 0.46898 -1.61084 2.35455
H 1.45164 -0.03126 1.99525
H 0.73208 -1.46194 -1.51667
*
```

Atom charges from the natural (NBO) analysis, given in e for atoms 1 to 5: N -0.8600; C -0.1102; C -0.4204; C -0.4217; C -0.0340

(7)
# C5H10NO2

A gas-phase ion, C5H10NO2 (charge +1) at a distorted geometry (ωB97M-V with the def2-TZVPD basis set, the Open Molecules 2025 dataset).

Output
SMILES string = C[N@@H+]1CCO[C@@]12CO2
HOMO-LUMO gap = 11.75 eV

Geometry as ORCA input:
```
! RIJCOSX wB97M-V def2-TZVPD def2/J DEFGRID3
* xyz 1 1
C 0.53212 1.71024 -0.42293
N 0.46045 0.43388 0.37654
C 1.42971 -0.61951 -0.00891
C 0.56850 -1.82408 -0.42095
O -0.60182 -1.60972 0.30773
C -0.90501 -0.27543 0.21760
C -2.21771 0.29681 0.65526
O -1.76468 0.28940 -0.68156
H 0.39108 1.43063 -1.47493
H -0.28846 2.32146 0.16123
H 1.60046 2.11778 -0.42926
H 0.82293 0.78155 1.30861
H 1.96481 -0.73106 1.02923
H 2.15888 -0.49371 -0.92130
H 0.37050 -1.90084 -1.53421
H 0.84408 -2.85501 -0.20450
H -3.02129 -0.44340 0.90104
H -2.34456 1.37100 1.14133
*
```

Atom charges from the natural (NBO) analysis, given in e for atoms 1 to 5: C -0.4217; N -0.4020; C -0.2790; C -0.1150; O -0.4530

(8)
# C5H10NO2PTm

A molecular structure, C5H10NO2PTm at a distorted geometry (ωB97M-V with the def2-TZVPD basis set, the Open Molecules 2025 dataset).

Output
⟨S²⟩ = 2.014
HOMO-LUMO gap (alpha / beta) = 6.62 / 3.61 eV

Geometry as ORCA input:
```
! RIJCOSX wB97M-V def2-TZVPD def2/J DEFGRID3
* xyz 3 3
C -2.06227 -0.21724 0.18294
P -0.72855 -0.52774 1.42433
O -0.94164 0.54137 2.55804
C 0.85970 -0.14291 0.56102
C 1.03558 1.31146 0.09171
N 1.44291 1.21999 -1.33228
C 0.86931 0.06738 -1.82902
O 0.39438 -0.06994 -2.92970
C 0.88829 -1.02612 -0.75945
H -1.70702 0.46371 -0.58709
H -2.34934 -1.14646 -0.31851
H -2.91914 0.17791 0.72477
H -0.79944 0.27672 3.48324
H 1.73525 -0.45002 1.12867
H 1.85361 1.79616 0.63271
H 0.14301 1.93305 0.16730
H 1.05730 2.02004 -1.86475
H 1.77153 -1.66186 -0.82159
H -0.00467 -1.63640 -0.98110
Tm -0.53882 -2.92910 0.46875
*
```

Atom charges from the natural (NBO) analysis, given in e for atoms 1 to 5: C -0.9617; P 1.1453; O -0.8954; C -0.5649; C -0.2444